Entry 1:
Formula: C10H23NOS
Source: the Open Molecules 2025 dataset
Level of theory: ωB97M-V with the def2-TZVPD basis set

The total energy comes out at -922.764385 Eh.

Structure (ORCA input):
```
! RIJCOSX wB97M-V def2-TZVPD def2/J DEFGRID3
* xyz 0 3
C -1.6674 -4.0375 -0.1734
C -3.0765 -2.8462 1.5995
C 3.1721 0.7937 -0.3334
C 2.2824 3.1407 -0.4411
C 1.4997 1.1614 -2.0996
C 1.1655 0.7807 1.7412
C -0.6064 1.8609 0.1228
C -1.7146 -2.9471 0.8445
C 1.9026 1.5776 -0.6230
C 0.7612 1.2806 0.3501
N -1.6016 -1.5876 0.1860
O 0.7492 -1.5748 1.0343
S 0.0399 -1.3245 -0.2167
H -0.6559 -3.9943 -0.7641
H -1.5446 -4.8712 0.4112
H -2.5977 -4.1568 -0.6504
H -3.2339 -3.7665 2.1415
H -3.7418 -2.8028 0.8372
H -3.0727 -2.1755 2.3571
H 2.7830 -0.2233 -0.0171
H 3.7472 0.6548 -1.2869
H 3.8253 1.4732 0.3087
H 3.2971 3.2559 -0.8004
H 1.8023 4.0537 -0.8294
H 2.2731 3.1602 0.5719
H 1.4550 0.0367 -2.1976
H 0.6397 1.6825 -2.4978
H 2.2939 1.6960 -2.7586
H 0.4020 1.0304 2.4435
H 2.2445 0.9941 1.9934
H 1.1404 -0.2949 1.6577
H -1.3059 1.0355 0.1052
H -0.9368 2.4812 0.9568
H -0.5821 2.4374 -0.7070
H -0.9235 -3.1887 1.5856
H -2.4132 -1.3678 -0.3815
*
```

=====

Entry 2:
Formula: C10H23NOSi
Source: the Open Molecules 2025 dataset
Level of theory: ωB97M-V with the def2-TZVPD basis set

As for the relative energy (zero: lowest compared OMol25 entry of this formula, charge and spin): 118.4 kcal/mol. The total energy comes out at -814.161688 Eh.

Structure (ORCA input):
```
! RIJCOSX wB97M-V def2-TZVPD def2/J DEFGRID3
* xyz 0 1
C -2.5294 -1.0893 -0.6228
C -3.1594 -2.5099 -0.8054
C 3.2515 0.7472 1.1427
C -0.4454 2.8931 -1.1566
C 1.1924 -2.2964 -0.1799
C -1.2070 0.1766 2.7683
C 2.1811 1.5409 0.3223
C 0.1784 1.7029 -1.8852
C 1.6828 -1.1813 -1.1289
C -1.3908 0.1620 1.2490
N -2.0928 -0.9338 0.7018
O -2.2060 -0.4044 -1.6200
Si 0.9920 0.4643 -0.6979
H -2.5145 -3.3359 -0.5869
H -3.9954 -2.7420 -0.1692
H -3.2675 -2.5698 -1.9590
H 3.7026 1.6053 1.6811
H 2.8160 -0.0031 1.7562
H 4.1517 0.4872 0.6810
H 0.3635 3.3349 -0.5388
H -0.7301 3.5808 -1.9480
H -1.1910 2.6527 -0.3837
H 0.1447 -2.2429 -0.4207
H 1.6719 -3.2758 -0.6059
H 1.5965 -2.2399 0.8613
H -0.6083 -0.7300 2.9741
H -2.2029 0.1082 3.2121
H -0.7927 1.0645 3.1909
H 2.5051 2.3167 -0.4431
H 1.5563 2.1380 0.9279
H 0.9829 2.2001 -2.4798
H -0.4423 1.2799 -2.5880
H 1.3199 -1.4001 -2.1698
H 2.8042 -1.2176 -1.1887
H -1.5626 1.1454 0.7236
H -2.7555 -1.4285 1.3861
*
```

=====

Entry 3:
Formula: C10H24AsF2N2OS2Y
Source: the Open Molecules 2025 dataset
Level of theory: ωB97M-V with the def2-TZVPD basis set

As for the relative energy (zero: lowest compared OMol25 entry of this formula, charge and spin): 20.7 kcal/mol. The total energy comes out at -3849.931568 Eh.

Structure (ORCA input):
```
! RIJCOSX wB97M-V def2-TZVPD def2/J DEFGRID3
* xyz 2 1
Y 0.0665 0.2835 -0.0193
F 2.4742 0.4817 0.3517
C 1.5932 0.9384 1.4107
F 1.3488 2.2869 0.9755
H 2.2326 1.0257 2.2838
C -3.1278 -0.8231 -0.7984
S -2.6667 0.1387 0.6783
C -3.4891 1.7069 0.2962
H -2.7189 -0.3577 -1.6933
H -4.2135 -0.8541 -0.8490
H -2.7408 -1.8327 -0.6790
H -4.5528 1.5050 0.1981
H -3.0941 2.1203 -0.6288
H -3.3215 2.3837 1.1305
C -0.1095 4.1041 -1.4806
As 0.3043 2.5227 -2.5028
C -0.4420 2.6464 -4.2719
C 2.2010 2.1825 -2.5341
O -0.4875 1.2037 -1.7595
H 0.2950 4.9863 -1.9750
H 0.3202 4.0232 -0.4842
H -1.1933 4.1909 -1.4215
H 0.0956 3.3714 -4.8797
H -1.4842 2.9467 -4.1784
H -0.3876 1.6619 -4.7326
H 2.6629 2.8329 -3.2760
H 2.3727 1.1432 -2.8103
H 2.6337 2.3906 -1.5572
C 2.4235 -4.3356 1.3322
N 1.4012 -3.5216 1.9598
C 1.1837 -3.5800 3.4104
C -0.0115 -2.6411 3.6220
N -0.1302 -1.9724 2.3062
C 0.6418 -2.6200 1.3890
S 0.6246 -2.2550 -0.2849
H 3.4088 -4.0598 1.7095
H 2.3975 -4.1998 0.2554
H 2.2426 -5.3847 1.5640
H 2.0819 -3.2422 3.9292
H 0.9843 -4.6069 3.7133
H 0.1644 -1.9086 4.4051
H -0.9231 -3.1888 3.8560
H -1.0613 -1.6934 2.0399
*
```

=====

Entry 4:
Formula: C10H24Cl2NOP2Zr
Source: the Open Molecules 2025 dataset
Level of theory: ωB97M-V with the def2-TZVPD basis set

The total energy comes out at -2174.630569 Eh.

Structure (ORCA input):
```
! RIJCOSX wB97M-V def2-TZVPD def2/J DEFGRID3
* xyz 3 1
C 3.1428 3.3780 -1.9773
C 1.9984 2.5711 -1.5299
H 2.7668 4.3537 -2.2794
H 3.6138 2.8751 -2.8292
H 3.8634 3.4615 -1.1551
O 0.8008 2.7731 -1.5599
Cl 2.5868 0.9817 -0.7819
Zr 0.3946 -0.1127 0.0053
P -0.4983 -1.0486 -2.3343
C -2.1512 -0.9735 -3.1232
C 0.4797 -0.1911 -3.6218
H 0.3184 -0.6349 -4.6129
H -0.1851 -3.0882 -3.6889
H 1.5546 -0.2145 -3.3981
H 0.8269 -3.1090 -2.2044
H -2.4780 0.0721 -3.1817
H 0.1576 0.8581 -3.6770
C -0.1480 -2.8314 -2.6216
H -2.1247 -1.3983 -4.1342
H -0.9225 -3.4167 -2.1099
H -2.8548 -1.5586 -2.5183
P 0.2925 0.7187 2.5516
C -1.1524 1.3537 3.4821
C 0.8015 -0.5972 3.7301
H 2.4016 1.9170 2.2783
H 1.7113 2.1888 3.9108
H 1.0168 3.0204 2.4967
C 1.4725 2.0823 2.8427
H 1.6478 -1.1707 3.3368
H 1.0627 -0.1754 4.7088
H -0.8705 1.5898 4.5145
H -1.9372 0.5870 3.4979
H -0.0400 -1.2872 3.8771
H -1.5222 2.2623 2.9942
Cl 1.7613 -1.8977 0.4887
C -3.3163 -2.4997 1.6206
C -2.2819 -1.6828 1.0771
N -1.4401 -0.9957 0.6383
H -3.1430 -3.5569 1.3609
H -4.2860 -2.1868 1.2083
H -3.3203 -2.4168 2.7181
*
```